Below is one molecule with the formula C5H6O2 at a distorted geometry, with properties calculated with ωB97M-V/def2-TZVPD.

Properties
HOMO level = -8.065 eV
E_tot = -344.47898 hartree
energy relative to the best compared isomer or geometry (same formula, charge and spin) = 77.1 kcal per mole
SMILES = C1=COC2(CC2)O1
multiplicity = 1
Kohn-Sham gap = 9.1798 eV

Last columns: bonded neighbours and bond lengths (Å).
CARTESIAN COORDINATES (ANGSTROEM)
1 C 1.660 -0.028 0.780  C2 1.459, C3 1.438, H6 1.140, H7 1.100
2 C 1.687 0.065 -0.676  C1 1.459, C3 1.416, H8 1.085, H9 1.208
3 C 0.449 -0.035 0.005  C1 1.438, C2 1.416, O12 1.393, O13 1.466
4 C -1.619 -0.678 -0.052  C5 1.327, H10 1.118, O12 1.379
5 C -1.697 0.641 0.082  C4 1.327, H11 1.033, O13 1.429
6 H 1.871 -0.968 1.390  C1 1.140
7 H 1.735 0.955 1.268  C1 1.100
8 H 1.825 1.080 -1.033  C2 1.085
9 H 2.262 -0.794 -1.300  C2 1.208
10 H -2.460 -1.363 0.216  C4 1.118
11 H -2.365 1.405 0.277  C5 1.033
12 O -0.336 -1.181 -0.102  C3 1.393, C4 1.379
13 O -0.382 1.168 -0.105  C3 1.466, C5 1.429